[1]
This record from the Open Molecules 2025 dataset describes 2 unconnected molecules or ions with the total composition C2H6O2 at a distorted geometry. The level of theory is ωB97M-V/def2-TZVPD.

Each line ends with the natural charge from an NBO analysis.
Atoms and positions in Å:
C 2.745 0.172 -0.303  -0.384
C 1.545 0.483 0.279  -0.407
H 3.740 0.561 -0.018  0.201
H 2.764 -0.572 -1.211  0.192
H 1.576 1.161 1.106  0.197
H 0.611 0.068 -0.123  0.200
O -3.180 0.094 0.381  -0.495
O -3.579 -1.040 -0.391  -0.438
H -2.424 0.719 0.004  0.476
H -3.798 -1.645 0.277  0.458

Its lowest unoccupied orbital energy is 0.027 Ha. The value obtained for the energy above the lowest of the compared OMol25 structures with the same formula, charge and spin is 449.47 kJ/mol. Its gap between HOMO and LUMO is 10.863 eV. The SMILES is C=C.OO. As for the max |F|: 3.64 eV/Å. The spin multiplicity is 1.

[2]
This record from the Open Molecules 2025 dataset describes 2 unconnected molecules or ions with the total composition C2H6O2. The level of theory is ωB97M-V/def2-TZVPD.

Each line ends with the natural charge from an NBO analysis.
Atoms and positions in Å:
C -1.124 -0.531 -0.006  -0.118
C 0.029 -0.770 0.858  -0.120
O -0.552 0.530 0.759  -0.520
H -2.120 -0.836 0.314  0.186
H -0.964 -0.454 -1.081  0.199
H -0.106 -1.256 1.823  0.185
H 1.012 -0.858 0.400  0.205
O 1.314 1.059 -1.220  -0.971
H 0.686 1.257 -0.505  0.485
H 1.827 1.859 -1.343  0.469

Its lowest unoccupied orbital energy is 0.040 Ha. The value obtained for the energy above the lowest of the compared OMol25 structures with the same formula, charge and spin is 134.17 kJ/mol. Its gap between HOMO and LUMO is 11.846 eV. The SMILES is C1CO1.O. As for the max |F|: 0.29 eV/Å. The spin multiplicity is 1.

[3]
This record from the Open Molecules 2025 dataset describes a gas-phase ion, C2H6O2P (charge -1) at a distorted geometry. The level of theory is ωB97M-V/def2-TZVPD.

Each line ends with the natural charge from an NBO analysis.
Atoms and positions in Å:
C 1.277 -0.379 -0.019  -0.636
C 0.163 0.431 -0.600  -0.788
P -1.424 0.057 0.316  2.018
O -1.853 -1.397 0.495  -1.177
O -2.504 1.081 0.022  -1.175
H 1.215 -0.407 1.030  0.209
H 1.179 -1.454 -0.217  0.213
H 2.266 -0.107 -0.169  0.187
H 0.223 0.248 -1.869  0.183
H 0.121 1.592 -0.563  0.234
H -0.663 0.336 1.575  -0.267

Its lowest unoccupied orbital energy is 0.154 Ha. The value obtained for the energy above the lowest of the compared OMol25 structures with the same formula, charge and spin is 56.46 kJ/mol. Its gap between HOMO and LUMO is 8.678 eV. The charge is -1. The SMILES is CC[P@H](=O)[O-]. As for the max |F|: 4.62 eV/Å. The spin multiplicity is 1.

[4]
This record from the Open Molecules 2025 dataset describes a molecular structure, C2H6O2P3 at a distorted geometry. The level of theory is ωB97M-V/def2-TZVPD.

Each line ends with the natural charge from an NBO analysis.
Atoms and positions in Å:
C 2.142 0.381 -0.775  1.059
C -0.282 -0.053 0.173  -1.253
O 1.999 0.280 -1.898  -0.557
O 2.632 0.436 0.271  -0.568
P -0.945 -1.759 0.354  0.226
P -1.496 1.083 -0.606  0.243
P -0.573 0.323 1.994  0.203
H -2.177 -1.799 -0.427  -0.084
H -0.168 -2.220 -0.763  -0.046
H -0.372 2.006 -0.986  -0.050
H -1.643 0.543 -1.830  -0.063
H 0.375 1.265 2.124  -0.070
H 0.508 -0.486 2.368  -0.039

Its lowest unoccupied orbital energy is 0.134 Ha. The value obtained for the energy above the lowest of the compared OMol25 structures with the same formula, charge and spin is 106.17 kJ/mol. Its gap between HOMO and LUMO is 6.468 eV. The charge is -1. As for the max |F|: 3.66 eV/Å. The spin multiplicity is 1.

[5]
This record from the Open Molecules 2025 dataset describes a molecular structure, C2H6O2Pb at a distorted geometry. The level of theory is ωB97M-V/def2-TZVPD.

Each line ends with the Mulliken spin population.
Atoms and positions in Å:
O -0.321 2.430 2.524  0.960
Pb 1.403 1.611 2.054  0.011
C -0.088 -0.338 -0.035  0.010
C -0.748 -0.235 -1.382  -0.003
H -0.867 -0.079 0.696  0.001
H 0.408 -1.302 -0.512  -0.001
H -1.535 0.528 -1.399  0.000
H -0.007 -0.230 -2.195  0.001
H -1.273 -1.310 -1.322  0.002
O 1.247 -0.143 0.722  0.018
H 1.780 -0.933 0.849  0.001

Its lowest unoccupied orbital energy (spin up / spin down) is -0.195 / -0.248 Ha. The value obtained for the energy above the lowest of the compared OMol25 structures with the same formula, charge and spin is 360.23 kJ/mol. Its gap between HOMO and LUMO (spin up / spin down) is 9.249 / 7.824 eV. The charge is +1. As for the max |F|: 5.21 eV/Å. The spin multiplicity is 2.

[6]
This record from the Open Molecules 2025 dataset describes a molecular structure, C2H6O2Rb at a distorted geometry. The level of theory is ωB97M-V/def2-TZVPD.

Each line ends with the natural charge from an NBO analysis.
Atoms and positions in Å:
Rb -0.900 5.229 -0.144  0.999
C 0.167 -0.817 -0.598  -0.086
C -0.214 -0.583 0.840  -0.090
O 0.686 0.328 1.398  -0.724
O -0.403 0.274 -1.383  -0.756
H -0.266 -1.785 -0.850  0.174
H 1.256 -0.832 -0.657  0.168
H -0.258 -1.570 1.303  0.172
H -1.263 -0.290 0.878  0.190
H 1.538 -0.089 1.544  0.475
H -0.344 0.135 -2.331  0.477

Its lowest unoccupied orbital energy is -0.156 Ha. The value obtained for the energy above the lowest of the compared OMol25 structures with the same formula, charge and spin is 101.90 kJ/mol. Its gap between HOMO and LUMO is 8.619 eV. The charge is +1. As for the max |F|: 1.39 eV/Å. The spin multiplicity is 1.